Entry 1:
Density functional theory data (ωB97M-V with the def2-TZVPD basis set) for 2 unconnected molecules or ions with the total composition C2H5NO2.

```
10
Properties=species:S:1:pos:R:3:mulliken_charge:R:1
O -0.0506 1.7361 -0.2508 -0.55
C -0.4179 0.6002 -0.1400 0.61
C -0.1443 -0.6804 0.1559 -0.33
N -1.8316 -0.2314 0.2395 -0.39
H 0.1678 -1.4120 -0.5767 0.21
H -2.4475 -0.4340 -0.5389 0.23
H -2.1816 -0.2579 1.1879 0.25
O 2.2566 -0.1268 -0.1718 -0.65
H 2.0951 0.7149 -0.6219 0.31
H 2.5540 0.0914 0.7169 0.32
```

Computed properties:
**Energy relative to the best compared isomer or geometry (same formula, charge and spin)**: 91.5 kcal per mole
**HOMO**: -8.87 eV
**Total charge**: 0
**Kohn-Sham gap**: 0.3505 Ha
**Lowest unoccupied orbital energy**: 0.664 eV
**SMILES string**: [O-]C1=C[NH2+]1.O

Entry 2:
Density functional theory data (ωB97M-V with the def2-TZVPD basis set) for 2 unconnected molecules or ions with the total composition H2N5O2.

```
9
Properties=species:S:1:pos:R:3:mulliken_charge:R:1
N 1.4430 0.0184 2.2415 -0.25
N -0.3882 -0.5710 0.4519 -0.81
N -0.0643 0.3286 -0.4660 0.46
N 1.5062 1.1318 2.2196 0.80
N 0.7492 0.1662 -1.4970 -0.40
O 1.5200 2.2519 2.2318 -0.60
O 0.7948 1.2231 -2.2981 -0.64
H -0.0662 -1.4038 0.0310 0.22
H -0.3127 1.3202 -0.1840 0.23
```

Computed properties:
**Energy relative to the best compared isomer or geometry (same formula, charge and spin)**: 33.0 kcal per mole
**HOMO (spin up / spin down)**: -1.80 / -1.72 eV
**Total charge**: -1
**Kohn-Sham gap (spin up / spin down)**: 0.2142 / 0.2113 Ha
**Lowest unoccupied orbital energy (spin up / spin down)**: 4.025 / 4.027 eV

Entry 3:
Density functional theory data (ωB97M-V with the def2-TZVPD basis set) for a molecular structure, C24H21GePt.

```
47
Properties=species:S:1:pos:R:3:lowdin_spin:R:1
Pt 1.8178 0.1871 1.9380 0.86
C 3.1643 1.9741 3.3051 0.06
C 3.6945 1.6292 2.0430 0.03
C 4.0485 0.2565 2.0727 0.01
C 3.6942 -0.2430 3.3614 0.10
C 3.1648 0.8318 4.1167 0.11
H 2.8872 2.9660 3.6210 0.00
H 3.9780 2.3347 1.2733 0.00
H 4.6741 -0.2564 1.3495 0.00
H 3.9339 -1.2249 3.7459 0.00
H 2.8844 0.7957 5.1594 0.00
C 0.1425 -0.8346 1.7568 0.53
Ge -0.4953 -0.5023 -0.0147 0.12
C 0.1148 1.3333 -0.5197 0.02
C -0.3102 2.3347 0.3527 0.02
C -0.0037 3.6642 0.1333 0.00
C 0.7613 4.0280 -0.9634 0.01
C 1.2127 3.0468 -1.8275 0.00
C 0.8862 1.7200 -1.6072 0.01
C -0.1213 -1.9533 -1.3567 0.02
C 0.7678 -1.8743 -2.4186 0.00
C 1.0384 -2.9713 -3.2156 0.00
C 0.4418 -4.1915 -2.9519 0.00
C -0.4283 -4.2977 -1.8783 0.00
C -0.7039 -3.1910 -1.0995 0.00
C -2.5071 -0.3565 -0.1552 0.02
C -3.1539 -0.0739 -1.3489 0.00
C -4.5301 0.0641 -1.4009 0.00
C -5.2857 -0.0833 -0.2494 0.00
C -4.6554 -0.3715 0.9490 0.00
C -3.2779 -0.4972 0.9896 0.01
H -0.0913 -1.8153 2.1690 0.04
H -0.9057 2.0546 1.2136 0.00
H -0.3588 4.4245 0.8181 0.00
H 1.0189 5.0656 -1.1349 0.00
H 1.8269 3.3137 -2.6788 0.00
H 1.2547 0.9770 -2.2983 0.00
H 1.2701 -0.9427 -2.6264 0.00
H 1.7202 -2.8767 -4.0506 0.00
H 0.6594 -5.0559 -3.5663 0.00
H -0.8900 -5.2500 -1.6506 0.00
H -1.3742 -3.2803 -0.2527 0.00
H -2.5691 0.0365 -2.2533 0.00
H -5.0231 0.2876 -2.3388 0.00
H -6.3638 0.0207 -0.2854 0.00
H -5.2393 -0.4971 1.8532 0.00
H -2.7711 -0.7070 1.9243 0.01
```

Computed properties:
**Energy relative to the best compared isomer or geometry (same formula, charge and spin)**: 4.1 kcal per mole
**Multiplicity**: 3
**HOMO (spin up / spin down)**: -2.49 / -3.61 eV
**Total charge**: -1
**Kohn-Sham gap (spin up / spin down)**: 0.2000 / 0.2397 Ha
**Lowest unoccupied orbital energy (spin up / spin down)**: 2.952 / 2.914 eV

Entry 4:
Density functional theory data (ωB97M-V with the def2-TZVPD basis set) for a single C6H12NP molecule.

```
20
Properties=species:S:1:pos:R:3:mulliken_charge:R:1
C 2.3601 1.2986 0.3647 -0.90
P 1.9576 -0.2844 0.1462 0.23
C 0.6691 -0.5798 -1.0911 0.06
C -0.4673 0.4044 -1.0583 -0.83
C -1.0571 -0.0428 0.3394 0.36
C -2.4279 0.4853 0.6721 -1.81
C -0.8185 -1.5605 0.2418 -0.08
N 0.1380 -1.7849 -0.5672 -0.64
H 2.8613 1.7203 -0.5305 0.23
H 3.0915 1.5071 1.2610 0.23
H 1.3449 -0.6594 1.4015 0.03
H 2.5613 -1.5741 -0.0602 0.08
H 1.0920 -0.6114 -2.0722 0.54
H -0.3713 1.5337 -1.1464 0.33
H -1.0715 0.3157 -1.9373 0.39
H -0.2666 0.4261 0.9354 0.21
H -2.7779 0.1639 1.6367 0.42
H -3.1210 0.1536 -0.1020 0.35
H -2.4366 1.5031 0.7595 0.47
H -1.2602 -2.4145 0.8070 0.35
```

Computed properties:
**Energy relative to the best compared isomer or geometry (same formula, charge and spin)**: 47.5 kcal per mole
**HOMO**: -7.95 eV
**Total charge**: 0
**Kohn-Sham gap**: 0.3287 Ha
**Lowest unoccupied orbital energy**: 0.999 eV
**SMILES string**: C=[PH2][C@@H]1C[C@@H](C)C=N1

Entry 5:
Density functional theory data (ωB97M-V with the def2-TZVPD basis set) for a molecular structure, C2H2FLiNiO2.

```
9
Properties=species:S:1:pos:R:3:lowdin_spin:R:1
C -0.4652 0.2384 -0.3506 0.09
C -1.7187 0.4011 -0.9779 0.85
O -0.3641 -0.4127 0.6987 -0.04
F 1.6531 -1.5721 1.9902 0.02
H 0.7657 0.8098 -1.8527 0.00
H -2.6013 0.5305 -0.3309 0.05
Li 0.0052 -2.2404 1.6431 0.00
Ni 1.7642 -0.1661 0.7927 1.00
O 0.7209 0.4811 -0.9388 0.03
```

Computed properties:
**Energy relative to the best compared isomer or geometry (same formula, charge and spin)**: 9.5 kcal per mole
**Multiplicity**: 3
**HOMO (spin up / spin down)**: -19.95 / -19.12 eV
**Total charge**: +2
**Kohn-Sham gap (spin up / spin down)**: 0.1988 / 0.1921 Ha
**Lowest unoccupied orbital energy (spin up / spin down)**: -14.539 / -13.893 eV

Entry 6:
Density functional theory data (ωB97M-V with the def2-TZVPD basis set) for 4 unconnected molecules or ions with the total composition C11H28BrF3NO8P2S.

```
55
Properties=species:S:1:pos:R:3:mulliken_charge:R:1
C -2.6625 0.9251 -2.4117 -1.78
C -1.3833 0.6801 -1.5717 1.06
C -0.5809 1.9605 -1.7090 -1.67
N 0.9339 1.8569 -1.4723 0.02
P 1.2178 2.3711 0.2947 -0.11
P 1.0546 0.6533 1.6673 1.16
O 2.3299 -0.0142 1.8932 -0.59
O -0.1481 -0.2863 1.2388 -0.38
O 0.5734 1.4250 2.9778 -0.37
C 1.5887 0.6641 -2.1295 -0.07
C 2.6168 -0.1724 -1.3560 0.24
F 3.4821 0.5430 -0.6496 -0.25
F 2.0725 -1.1476 -0.6236 -0.10
F 3.3312 -0.7914 -2.3285 -0.31
C 0.6112 -0.2906 -2.8193 -1.14
Br 0.2050 0.4104 -4.6026 0.01
C -0.6488 -0.6130 -2.0130 0.26
C -1.5436 -1.6127 -2.7363 -1.10
S -0.8734 -3.2785 -2.5401 1.18
O -0.5686 -3.8362 -3.8232 -0.62
O -1.7225 -4.0160 -1.6548 -0.62
H -2.9461 1.9714 -2.2857 0.49
H -3.4994 0.3491 -2.0387 0.48
H -2.4865 0.7902 -3.4722 0.38
H -1.7541 0.5693 -0.5588 -0.03
H -0.9247 2.6620 -0.9559 0.51
H -0.7438 2.4338 -2.6713 0.47
H 1.2845 2.6729 -1.9718 0.57
H 2.6064 2.5774 0.2971 0.14
H -0.8767 -0.2295 1.8808 0.28
H -0.3783 1.3520 3.1345 0.21
H 2.1745 1.0457 -2.9593 0.53
H 1.1379 -1.2144 -3.0253 0.71
H -0.3076 -1.1141 -1.1051 0.46
H -1.6092 -1.4614 -3.8081 0.47
H -2.5366 -1.6922 -2.3103 0.54
H 0.3186 -3.0998 -1.9009 0.05
C -3.3569 -0.3155 3.9984 -0.69
O -2.3440 -0.5759 3.0095 -0.49
H -3.9143 0.5578 3.6744 0.27
H -4.0335 -1.1651 4.0753 0.28
H -2.9056 -0.1154 4.9703 0.29
H -1.8624 -1.3591 3.2996 0.27
C -0.4438 4.6254 4.4448 -0.54
O 0.5605 4.2703 3.4971 -0.46
H -1.0754 5.3816 3.9872 0.23
H -1.0617 3.7608 4.7099 0.21
H -0.0004 5.0380 5.3526 0.28
H 1.1205 3.6043 3.9030 0.28
C 3.2107 -4.8025 0.1360 -0.44
O 3.8195 -3.7537 0.8852 -0.52
H 3.2370 -5.7135 0.7258 0.28
H 2.1691 -4.5423 -0.0835 0.13
H 3.7536 -4.9678 -0.7985 0.25
H 3.7829 -2.9703 0.3333 0.29
```

Computed properties:
**HOMO**: -12.18 eV
**Total charge**: +1
**Kohn-Sham gap**: 0.3075 Ha
**Lowest unoccupied orbital energy**: -3.810 eV

Sequential energy output: -7736.7838 -11572.7384 -84988.9593 -17191.6029 -50143.1323 -137331.8290 eV
Sequential F_max output: 0.043 0.142 0.016 0.072 0.048 0.040 Eh/bohr